1.
{"formula": "C6H16O", "method": "ωB97M-V/def2-TZVPD", "symbols": ["C", "C", "C", "C", "C", "C", "H", "H", "H", "H", "H", "H", "H", "H", "H", "H", "H", "H", "H", "H", "H", "H", "O"], "positions_angstrom": [[-1.414106, -2.442439, -1.121364], [-0.836668, -1.550991, -0.009769], [-0.913756, -0.077364, -0.469131], [-2.268352, 0.540405, -0.107693], [0.181259, 0.791573, 0.257918], [0.125761, 2.306308, 0.085898], [-2.432059, -2.184592, -1.410387], [-0.889059, -2.787684, -2.013699], [-1.392376, -3.430589, -0.603469], [0.158502, -1.755161, 0.401117], [-1.381220, -1.803136, 0.902837], [-0.710654, -0.027890, -1.528058], [-2.753839, 0.084994, 0.777241], [-2.919844, 0.307446, -0.982221], [-2.255489, 1.636708, -0.083116], [-0.034965, 0.520560, 1.331671], [1.198590, 0.470584, -0.032986], [-0.579144, 2.701408, 0.775344], [1.068225, 2.874086, -0.086674], [-0.186663, 2.568087, -0.951838], [6.286349, -0.261918, 1.235238], [5.549394, 0.931925, 1.953540], [6.400115, 0.587679, 1.679601]], "forces_ev_per_angstrom": [[0.590, -2.598, 1.453], [0.201, 0.838, -0.929], [0.894, 1.186, 2.232], [-1.090, -0.523, -1.729], [0.188, -0.998, 0.621], [0.364, 0.112, -2.635], [0.024, 0.069, 0.251], [0.627, 1.233, -0.160], [-0.940, 0.221, -0.365], [0.393, -0.384, -1.080], [-0.727, 0.667, -0.107], [-0.179, -0.009, -0.467], [0.496, 0.452, -0.288], [-0.092, 0.130, 0.724], [0.020, -0.351, 0.307], [0.831, 0.432, -0.707], [-0.463, -0.334, 0.322], [-0.158, 1.009, 0.505], [-0.081, -0.651, 1.620], [-0.895, -0.502, 0.431], [-0.334, 0.318, 0.207], [-0.244, -0.278, -0.123], [0.574, -0.040, -0.084]], "mulliken_charge": [-1.2128, -0.7085, 0.4996, -1.3449, -0.6711, -1.2780, 0.3090, 0.3617, 0.3349, 0.4228, 0.3457, 0.2901, 0.2819, 0.3231, 0.4533, 0.2670, 0.3438, 0.3613, 0.3211, 0.3000, 0.3212, 0.3195, -0.6407], "e_above_lowest_ev": 1.3750, "homo_ev": -10.35, "charge": 0, "smiles": "CCC(C)CC.O", "total_energy_ev": -8527.8582, "gap_ev": 11.033}

---

2.
{"formula": "C6H16O2PSi", "method": "ωB97M-V/def2-TZVPD", "symbols": ["C", "C", "C", "C", "C", "C", "O", "O", "Si", "P", "H", "H", "H", "H", "H", "H", "H", "H", "H", "H", "H", "H", "H", "H", "H", "H"], "positions_angstrom": [[3.750541, -0.607804, 2.500956], [-2.707398, -0.108660, -2.720791], [-3.132756, 0.691988, 0.079289], [-1.584314, 2.515561, -1.827855], [3.185663, -1.745263, 1.743261], [2.189823, -1.197467, 0.624500], [-0.469713, 0.005289, -0.658107], [0.099966, -1.403700, 2.212588], [-1.734064, 0.696728, -1.182153], [0.385711, -1.765793, 0.801603], [4.473918, -0.025250, 1.826990], [3.029274, 0.101155, 2.976625], [4.272265, -1.121356, 3.269501], [-2.799471, -1.157710, -2.420633], [-3.566462, 0.472249, -2.849562], [-2.191206, 0.038358, -3.671174], [-4.016487, 1.311832, -0.378714], [-3.320525, -0.254118, 0.501561], [-2.881527, 1.377332, 0.937032], [-2.579829, 2.901488, -2.221041], [-1.192390, 3.162293, -0.931061], [-0.815974, 2.482657, -2.636822], [2.536100, -2.348160, 2.342927], [4.168754, -2.385652, 1.497522], [2.293731, -0.120308, 0.495378], [2.606367, -1.515689, -0.311821]], "forces_ev_per_angstrom": [[0.585, 1.713, -0.029], [2.705, -0.021, 1.032], [-0.577, 3.928, -0.178], [0.395, 0.473, 1.237], [-0.234, -0.262, -1.740], [1.368, -0.637, -0.459], [2.641, -1.520, 1.082], [-0.371, 0.057, 0.462], [-2.814, 0.854, -1.726], [0.411, 0.813, -0.735], [-0.931, -0.658, 1.107], [0.355, -0.633, -0.616], [1.113, 0.294, 1.198], [-0.531, 0.111, -0.547], [-1.923, 0.385, 0.217], [0.420, -0.508, 0.013], [1.020, -1.776, 0.685], [-0.796, -1.188, 0.244], [0.172, -0.695, -0.510], [1.288, -0.348, 0.499], [-0.730, -0.847, -1.810], [-0.553, 0.355, 0.503], [0.047, -0.570, 0.910], [-2.503, 1.025, -0.417], [-0.365, 0.236, 0.558], [-0.192, -0.580, -0.980]], "mulliken_charge": [-1.2187, -1.1332, -0.9754, -0.9461, -0.1218, -0.9579, -0.4415, -0.5320, 0.2536, 0.3225, 0.2614, 0.2965, 0.4164, 0.2200, 0.3521, 0.3272, 0.2232, 0.3191, 0.2779, 0.2724, 0.2201, 0.2418, 0.2525, 0.2609, 0.3800, 0.4288], "e_above_lowest_ev": 0.4358, "homo_ev": -4.54, "charge": -1, "total_energy_ev": -27744.8166, "gap_ev": 8.220}

---

3.
{"formula": "C6H16O3", "method": "ωB97M-V/def2-TZVPD", "symbols": ["C", "C", "C", "C", "C", "H", "H", "H", "H", "H", "H", "H", "H", "H", "H", "H", "H", "C", "O", "O", "O", "H", "H", "H", "H"], "positions_angstrom": [[0.722974, 0.865417, -0.415968], [1.375109, 0.441981, 0.908969], [1.538169, 0.401615, -1.624528], [0.532674, 2.383068, -0.452260], [1.432423, -1.070306, 1.128683], [-0.267111, 0.398944, -0.470380], [0.824637, 0.908075, 1.734739], [2.387837, 0.854871, 0.951065], [2.549989, 0.808950, -1.582342], [1.496513, 2.891828, -0.394576], [1.614289, -0.683920, -1.668112], [1.079922, 0.744983, -2.552374], [0.044305, 2.692132, -1.376693], [-0.080067, 2.723548, 0.383145], [2.093806, -1.548117, 0.407418], [0.444435, -1.524225, 1.034048], [1.821200, -1.298354, 2.121437], [-2.631024, -1.398140, -0.601677], [-2.177843, -1.422015, 0.938407], [-2.143597, -0.137571, 1.558149], [-3.281501, -2.556999, -0.499078], [-1.203152, -0.038115, 1.773209], [-3.191470, -2.514033, 0.622446], [-1.737239, -1.435581, -1.237267], [-3.245278, -0.488035, -0.686460]], "forces_ev_per_angstrom": [[0.194, 0.126, 0.057], [-0.138, -0.127, -0.150], [-0.131, 0.008, 0.137], [-0.032, -0.195, -0.011], [0.095, 0.197, 0.016], [-0.018, -0.012, 0.010], [0.020, 0.041, 0.012], [-0.009, 0.054, 0.016], [0.050, 0.030, 0.013], [0.046, 0.023, 0.004], [0.013, -0.046, -0.029], [-0.009, -0.012, -0.036], [-0.006, 0.033, -0.024], [-0.014, 0.025, 0.027], [-0.018, -0.048, -0.045], [-0.031, -0.057, -0.008], [-0.030, -0.039, 0.016], [0.995, 0.908, 2.093], [0.485, 1.263, -1.498], [-0.025, -0.127, -0.082], [-0.474, -1.054, 2.743], [-0.032, -0.079, -0.094], [-1.047, -0.934, -3.206], [-0.167, 0.178, 0.121], [0.282, -0.155, -0.084]], "mulliken_charge": [1.7643, -0.8741, -1.6166, -1.6483, -1.0621, -0.4461, 0.3533, 0.4044, 0.3647, 0.3502, 0.3739, 0.4241, 0.4188, 0.3661, 0.3564, 0.1709, 0.3522, 0.0579, -0.3366, -0.3633, -0.5657, 0.3302, 0.4137, 0.1601, 0.2517], "e_above_lowest_ev": 3.8338, "homo_ev": -10.64, "charge": 0, "smiles": "CCC(C)C.OCOO", "total_energy_ev": -12619.8550, "gap_ev": 11.439}

---

4.
{"formula": "C6H16O4", "method": "ωB97M-V/def2-TZVPD", "symbols": ["C", "C", "C", "C", "O", "C", "C", "H", "H", "H", "H", "H", "H", "H", "H", "H", "H", "H", "H", "O", "H", "H", "O", "H", "H", "O"], "positions_angstrom": [[-1.492228, 0.910234, 2.048432], [-1.086314, 1.294529, 0.632423], [-1.039697, 2.587554, 0.274760], [0.367281, -1.107673, -2.005184], [1.528674, -1.670999, -1.315620], [0.054835, 0.125398, -1.248076], [-0.935997, 0.186374, -0.331986], [-2.483524, 1.348485, 2.233151], [-0.836144, 1.268522, 2.816289], [-1.682864, -0.159699, 2.048969], [-1.162205, 3.384759, 0.999373], [-0.746261, 2.840341, -0.736498], [0.540155, -1.087698, -3.087365], [-0.368954, -1.899767, -1.880163], [2.058948, -2.244808, -1.902529], [0.618058, 1.007374, -1.514909], [-1.651098, -0.617852, -0.216957], [-2.628214, -1.090276, -2.454425], [-2.119480, 0.097226, -3.210815], [-2.004501, -0.851275, -3.157014], [0.809497, 0.143935, 3.790946], [2.022852, 0.195912, 2.613790], [1.349209, 0.633437, 3.171347], [3.114294, -1.942518, 1.535657], [2.194292, -1.197465, 0.657259], [2.540401, -1.172579, 1.589936]], "forces_ev_per_angstrom": [[-1.597, 0.112, -1.124], [-0.829, 0.018, -0.295], [0.644, -0.110, 0.041], [0.240, -1.190, 0.974], [0.734, 0.281, 0.193], [-0.286, -0.500, -1.280], [0.175, 0.892, 0.867], [0.076, 0.105, 0.121], [0.521, -0.136, 0.146], [0.451, -0.216, 0.506], [0.082, 0.017, -0.015], [-0.187, 0.198, -0.048], [0.312, 0.639, 0.088], [-0.498, 0.373, 0.055], [-0.055, -0.081, -0.219], [0.336, 0.103, 0.345], [0.371, -0.514, 0.278], [0.329, -0.025, -0.137], [0.177, 0.377, 0.015], [-1.078, -0.286, -0.319], [0.649, -0.871, -0.511], [-0.886, -0.910, 0.751], [0.285, 1.857, 0.055], [0.265, -0.050, 0.388], [-0.153, 0.401, 0.579], [-0.076, -0.484, -1.455]], "mulliken_charge": [-1.3458, 1.0041, -1.1234, -1.2269, 0.9191, -0.9482, -0.5408, 0.3543, 0.2596, 0.3778, 0.3281, 0.2942, 0.1867, 0.2294, -0.1136, 0.2835, 0.2502, 0.2773, 0.2813, -0.4877, 0.2861, 0.3910, -0.6800, 0.3058, 0.2684, -0.8304], "s_squared": 0.755, "e_above_lowest_ev": 0.5934, "homo_ev": [0.63, -4.73], "charge": -1, "total_energy_ev": -14668.7237, "spin_multiplicity": 2, "gap_ev": [2.899, 8.134]}

---

5.
{"formula": "C6H16O4", "method": "ωB97M-V/def2-TZVPD", "symbols": ["C", "C", "C", "O", "O", "H", "H", "H", "H", "H", "H", "H", "H", "C", "C", "C", "O", "O", "H", "H", "H", "H", "H", "H", "H", "H"], "positions_angstrom": [[-2.092621, 1.105991, 0.126391], [-1.092149, -0.823938, -0.875793], [-2.284345, -1.760603, -0.732053], [-2.695499, 0.476623, 1.153751], [-1.170071, 1.928213, 0.337948], [-0.033521, 1.116079, 1.016217], [-2.086740, 0.475566, 1.910542], [-2.755855, 1.171547, -0.737804], [-0.199725, -1.455538, -1.005410], [-1.125099, -0.253527, -1.805919], [-2.232452, -2.312876, 0.209150], [-3.232660, -1.220671, -0.724762], [-2.338280, -2.476495, -1.556149], [1.849922, 0.383661, 0.755667], [1.979119, 1.123139, -0.581175], [2.507245, -0.984547, 0.731243], [0.450779, 0.207370, 1.109786], [1.514305, 2.453274, -0.524419], [-0.314564, -0.359741, 0.136924], [0.544585, 2.451748, -0.466474], [2.288305, 1.007647, 1.540951], [1.461641, 0.548322, -1.360269], [3.039254, 1.171791, -0.839882], [2.090555, -1.600748, -0.065982], [3.578924, -0.882337, 0.564895], [2.348945, -1.489954, 1.682628]], "forces_ev_per_angstrom": [[0.221, 2.050, 1.722], [1.905, -0.307, 0.893], [-0.056, 0.163, 0.164], [0.393, -0.063, -0.613], [-1.349, -1.018, -0.723], [0.782, -1.303, 0.240], [-0.097, 0.104, -0.048], [0.329, -0.398, -0.131], [-0.028, -0.362, -0.493], [-0.004, 0.250, 0.111], [-0.033, -0.047, -0.077], [-0.038, -0.003, 0.036], [0.040, -0.025, 0.078], [-0.143, 0.094, -0.018], [0.000, -0.214, 0.252], [-0.138, 0.203, 0.020], [0.637, 1.457, 0.652], [-0.205, 0.016, 0.070], [-2.505, -0.513, -1.931], [0.212, 0.008, -0.085], [0.069, -0.024, -0.078], [0.036, 0.000, 0.008], [-0.039, -0.011, -0.020], [-0.013, -0.028, -0.018], [0.020, -0.002, -0.001], [0.006, -0.030, -0.008]], "mulliken_charge": [-0.1235, -0.7075, -1.1819, -0.3870, -0.7832, 0.5447, 0.4064, 0.4763, 0.3420, 0.3885, 0.2663, 0.3124, 0.3714, 0.3590, -0.5195, -1.3760, -0.5978, -0.5793, 0.4281, 0.4226, 0.2766, 0.1944, 0.4103, 0.2980, 0.4155, 0.3431], "e_above_lowest_ev": 2.9713, "homo_ev": -8.85, "charge": 0, "total_energy_ev": -14669.0530, "gap_ev": 9.611}